{"formula": "C34H31IN4PPdS", "method": "ωB97M-V/def2-TZVPD", "largest_force_ev_per_a": 0.455, "total_charge": 3, "e_tot_ha": -2697.33622, "gap_ev": [6.61, 3.58], "e_lumo_ev": [-8.329, -12.578], "e_above_lowest_kj_mol": 16.8, "spin_multiplicity": 5, "elements": ["Pd", "C", "C", "C", "C", "C", "C", "P", "C", "C", "C", "C", "C", "C", "C", "C", "C", "C", "C", "C", "H", "H", "H", "H", "H", "H", "H", "H", "H", "H", "H", "H", "H", "H", "C", "N", "C", "C", "N", "C", "S", "H", "H", "H", "H", "H", "H", "H", "H", "I", "C", "C", "C", "C", "N", "C", "H", "H", "H", "H", "N", "C", "C", "C", "C", "C", "C", "C", "H", "H", "H", "H", "H"], "coordinates": [[0.9115, 0.5241, -0.5165], [0.0202, -0.2355, 7.3627], [0.0260, 1.0158, 6.7547], [0.1495, 1.1133, 5.3815], [0.2797, -0.0525, 4.6145], [0.2613, -1.3121, 5.2278], [0.1376, -1.3941, 6.6031], [0.4740, 0.1090, 2.8653], [0.2065, -1.4269, 2.0067], [1.1582, -1.9662, 1.1315], [0.8941, -3.1671, 0.4857], [-0.2924, -3.8450, 0.7323], [-1.2257, -3.3238, 1.6226], [-0.9923, -2.1088, 2.2430], [1.9483, 0.9477, 2.3585], [2.8644, 1.3677, 3.3337], [4.0360, 1.9907, 2.9472], [4.2858, 2.1974, 1.5979], [3.3587, 1.8043, 0.6351], [2.1677, 1.1754, 0.9848], [-0.0791, -0.3079, 8.4374], [-0.0723, 1.9105, 7.3536], [0.1453, 2.0859, 4.9036], [0.3643, -2.2141, 4.6387], [0.1390, -2.3616, 7.0857], [2.1305, -1.4992, 1.0267], [1.6412, -3.6001, -0.1660], [-0.4753, -4.8008, 0.2589], [-2.1284, -3.8779, 1.8460], [-1.7171, -1.7075, 2.9425], [2.6672, 1.1844, 4.3821], [4.7572, 2.2989, 3.6913], [5.2124, 2.6642, 1.2893], [3.6045, 1.9843, -0.4060], [-4.2232, 1.3251, 1.1766], [-3.6659, 0.2990, 0.3138], [-4.5005, -0.8102, -0.1700], [-3.5256, -1.6398, -1.0268], [-2.2922, -0.8526, -0.9360], [-2.4415, 0.2323, -0.1823], [-1.2322, 1.4275, 0.1031], [-4.6060, 0.8695, 2.0900], [-5.0412, 1.8343, 0.6674], [-3.4539, 2.0484, 1.4304], [-5.3376, -0.4164, -0.7463], [-4.9003, -1.3686, 0.6762], [-3.8541, -1.7238, -2.0608], [-3.3694, -2.6390, -0.6268], [-1.4491, -1.0361, -1.4563], [1.2050, 6.6305, -1.5883], [1.6350, 4.7687, -2.2241], [2.4173, 4.5599, -3.3765], [2.6669, 3.2627, -3.7503], [2.1392, 2.2267, -2.9755], [1.3985, 2.4215, -1.8716], [1.1430, 3.6585, -1.4945], [2.8056, 5.3957, -3.9443], [3.2596, 3.0338, -4.6250], [2.3162, 1.1933, -3.2509], [0.5435, 3.7992, -0.6022], [0.3524, -0.5963, -2.4449], [0.1391, -0.9771, -3.5127], [-0.1365, -1.4601, -4.8271], [-1.0455, -0.7696, -5.6350], [-1.3125, -1.2508, -6.9026], [-0.6804, -2.4040, -7.3549], [0.2221, -3.0863, -6.5476], [0.5009, -2.6207, -5.2762], [-1.5318, 0.1247, -5.2679], [-2.0136, -0.7316, -7.5409], [-0.8950, -2.7758, -8.3478], [0.7057, -3.9822, -6.9110], [1.1995, -3.1430, -4.6366]], "mulliken_charge": [0.135, -0.481, -0.676, -0.233, 0.478, -0.310, -0.727, 0.490, 0.716, -0.456, -0.787, -0.565, -0.913, -0.486, 1.242, -0.690, -0.738, -0.820, -0.223, -0.377, 0.428, 0.429, 0.460, 0.403, 0.437, 0.645, 0.535, 0.469, 0.539, 0.593, 0.463, 0.450, 0.446, 0.492, -0.906, 0.045, -0.614, -0.530, 0.527, 0.391, -0.526, 0.328, 0.332, 0.299, 0.392, 0.370, 0.370, 0.279, -0.125, 0.638, -0.337, -0.140, -1.054, 0.039, 0.256, -0.168, 0.461, 0.479, 0.511, 0.374, -0.340, 0.091, 0.479, -0.421, -0.688, -0.370, -0.696, -0.336, 0.472, 0.425, 0.430, 0.431, 0.464]}

---

{"formula": "C34H31N2O5Pt", "method": "ωB97M-V/def2-TZVPD", "largest_force_ev_per_a": 0.253, "total_charge": -1, "e_tot_ha": -1919.27592, "gap_ev": 4.87, "e_lumo_ev": 1.688, "e_above_lowest_kj_mol": 24.1, "elements": ["Pt", "O", "C", "C", "C", "C", "C", "C", "C", "O", "N", "O", "O", "H", "H", "H", "H", "C", "C", "C", "C", "C", "C", "C", "C", "C", "C", "C", "C", "C", "C", "C", "N", "H", "H", "H", "H", "H", "H", "H", "H", "H", "H", "C", "C", "C", "C", "C", "C", "C", "C", "C", "C", "C", "C", "O", "H", "H", "H", "H", "H", "H", "H", "H", "H", "H", "H", "H", "H", "H", "H", "H", "H"], "coordinates": [[-0.2045, -0.1031, -1.9156], [1.9551, 0.1496, -1.7450], [2.5546, 1.2058, -1.5495], [2.0102, 2.5259, -1.5127], [2.9073, 3.5734, -1.2724], [2.4737, 4.8710, -1.2700], [1.1189, 5.1760, -1.5101], [0.2314, 4.1754, -1.7505], [0.6277, 2.7981, -1.7587], [-0.2657, 1.9247, -1.9945], [3.4186, 5.9428, -1.0328], [4.5891, 5.6544, -0.8462], [2.9980, 7.0882, -1.0404], [3.6436, 1.1429, -1.4046], [3.9521, 3.3600, -1.0897], [0.8052, 6.2096, -1.4917], [-0.8160, 4.3832, -1.9185], [-4.3785, 0.7246, -2.2275], [-4.9362, -0.5307, -1.9904], [-4.1061, -1.6152, -1.7911], [-2.7215, -1.4391, -1.8322], [-2.1490, -0.1793, -2.0458], [-3.0063, 0.9043, -2.2502], [-1.7452, -2.5095, -1.6936], [-2.1106, -3.8532, -1.4331], [-1.1555, -4.8074, -1.3384], [0.1990, -4.4591, -1.5477], [1.2302, -5.4214, -1.4874], [2.5286, -5.0673, -1.7148], [2.8336, -3.7286, -2.0229], [1.8563, -2.7735, -2.0771], [0.5116, -3.1119, -1.8233], [-0.4716, -2.1428, -1.8490], [-5.0309, 1.5766, -2.3807], [-6.0110, -0.6552, -1.9584], [-4.5400, -2.5900, -1.6069], [-2.5877, 1.8885, -2.4012], [-3.1534, -4.0917, -1.2910], [-1.4107, -5.8357, -1.1123], [0.9645, -6.4462, -1.2565], [3.3168, -5.8066, -1.6612], [3.8606, -3.4433, -2.2114], [2.1073, -1.7515, -2.2965], [-1.0312, 3.1653, 1.4439], [-1.7426, 2.1690, 2.3562], [-2.8187, 1.4038, 1.5818], [-0.7971, 1.2120, 3.0495], [-0.8127, 1.1632, 4.4329], [-0.0390, 0.2628, 5.1564], [0.7545, -0.6208, 4.4374], [0.8129, -0.6128, 3.0521], [1.6377, -1.6812, 2.3677], [2.7553, -1.1167, 1.4939], [0.7358, -2.6146, 1.5554], [0.0530, 0.3363, 2.2865], [0.1163, 0.4007, 1.0015], [-1.7351, 3.9142, 1.0662], [-0.5949, 2.6286, 0.6075], [-0.2304, 3.6846, 1.9761], [-2.2430, 2.7421, 3.1475], [-2.3434, 0.7706, 0.8335], [-3.5050, 2.0869, 1.0723], [-3.4006, 0.7699, 2.2551], [-1.4668, 1.8514, 4.9630], [-0.0662, 0.2406, 6.2387], [1.3504, -1.3577, 4.9709], [2.1088, -2.2745, 3.1616], [2.3199, -0.5628, 0.6683], [3.3811, -1.9232, 1.0975], [3.3895, -0.4367, 2.0683], [0.1867, -2.0207, 0.8237], [0.0124, -3.1128, 2.2051], [1.3187, -3.3802, 1.0327]], "mulliken_charge": [1.203, -0.745, -0.341, 0.750, -0.417, -0.477, -0.540, -0.336, 0.402, -0.914, 1.029, -0.650, -0.654, 0.344, 0.491, 0.477, 0.451, -0.623, -0.893, -0.547, 0.781, -0.538, -0.190, 1.230, -0.980, -1.047, 1.648, -0.800, -0.584, -0.655, -0.724, 0.131, 0.011, 0.393, 0.366, 0.343, 0.302, 0.332, 0.408, 0.375, 0.381, 0.421, 0.409, -1.293, 0.584, -1.304, 0.189, -0.752, -1.239, -0.788, 0.297, 0.488, -1.423, -1.008, 0.137, -0.127, 0.502, -0.066, 0.414, 0.555, -0.034, 0.410, 0.426, 0.312, 0.324, 0.318, 0.601, -0.041, 0.477, 0.404, -0.110, 0.426, 0.295]}

---

{"formula": "C34H31N5O3PbS5", "method": "ωB97M-V/def2-TZVPD", "largest_force_ev_per_a": 0.472, "total_charge": -2, "e_tot_ha": -3997.74531, "gap_ev": 5.21, "e_lumo_ev": 3.720, "e_above_lowest_kj_mol": 0.0, "elements": ["Pb", "C", "C", "C", "C", "C", "C", "C", "C", "N", "C", "O", "C", "C", "C", "C", "C", "N", "C", "O", "N", "C", "C", "C", "C", "C", "C", "C", "C", "H", "H", "H", "H", "H", "H", "H", "H", "H", "H", "H", "H", "H", "H", "H", "H", "H", "H", "H", "H", "H", "C", "C", "O", "N", "C", "C", "C", "C", "C", "C", "N", "H", "H", "H", "H", "H", "H", "H", "H", "H", "H", "S", "C", "S", "C", "C", "S", "S", "S"], "coordinates": [[0.0912, -0.9651, 0.0946], [2.1792, 0.2628, -3.5827], [3.0732, -0.8267, -3.0626], [3.7604, -1.6727, -3.9262], [4.5725, -2.6873, -3.4380], [4.6957, -2.8553, -2.0656], [4.0200, -2.0239, -1.1765], [4.1831, -2.1829, 0.3117], [3.2042, -0.9985, -1.6788], [2.4716, -0.1912, -0.7880], [2.8999, 1.0513, -0.5906], [3.8797, 1.6240, -1.1138], [2.0622, 1.8820, 0.3825], [2.3336, 3.2334, 0.5353], [1.5594, 3.9667, 1.4267], [0.5445, 3.3403, 2.1336], [0.3304, 1.9844, 1.9243], [1.0850, 1.2889, 1.0752], [-0.7638, 1.2619, 2.7085], [-1.3516, 1.9395, 3.5796], [-0.9695, -0.0064, 2.3721], [-1.7480, -0.8161, 3.2172], [-1.3295, -1.1291, 4.5257], [-0.0483, -0.5685, 5.0809], [-2.0912, -2.0024, 5.2958], [-3.2526, -2.5791, 4.7995], [-3.6493, -2.2804, 3.5041], [-2.9115, -1.4121, 2.7069], [-3.3474, -1.1228, 1.2944], [2.1417, 0.2464, -4.6743], [1.1656, 0.1355, -3.1893], [2.5412, 1.2418, -3.2534], [3.6526, -1.5353, -4.9986], [5.1002, -3.3433, -4.1222], [5.3198, -3.6505, -1.6694], [4.7811, -3.0660, 0.5459], [4.6707, -1.3002, 0.7376], [3.2144, -2.2861, 0.8042], [3.1429, 3.6653, -0.0381], [1.7536, 5.0230, 1.5738], [-0.0908, 3.8591, 2.8393], [0.7568, -0.6500, 4.3445], [-0.1618, 0.4914, 5.3193], [0.2441, -1.1092, 5.9831], [-1.7564, -2.2450, 6.3012], [-3.8271, -3.2729, 5.4040], [-4.5437, -2.7407, 3.0935], [-4.3695, -1.4648, 1.1268], [-3.2813, -0.0555, 1.0643], [-2.7122, -1.6394, 0.5657], [-1.5851, 0.6523, -4.5968], [-1.2517, 1.2495, -3.2476], [-1.1990, 0.5816, -2.2368], [-1.0036, 2.5993, -3.2357], [-0.7846, 3.3017, -1.9730], [-2.0734, 3.5033, -1.1911], [-3.1113, 4.2653, -1.7227], [-4.2928, 4.3799, -1.0104], [-4.3995, 3.7481, 0.2174], [-3.3039, 3.0397, 0.6913], [-2.1659, 2.9150, 0.0010], [-1.4297, -0.4242, -4.5434], [-0.9670, 1.0838, -5.3862], [-2.6387, 0.8399, -4.8212], [-1.2127, 3.1341, -4.0564], [-0.3188, 4.2598, -2.2039], [-0.1035, 2.7188, -1.3584], [-2.9947, 4.7580, -2.6831], [-5.1188, 4.9614, -1.4051], [-5.3090, 3.8014, 0.8027], [-3.3281, 2.5546, 1.6635], [-3.0566, -7.9956, -0.1018], [-2.3250, -6.4951, -0.1310], [-1.2421, -5.9199, 1.0616], [-0.8284, -4.3636, 0.3574], [-1.4530, -4.0743, -0.8097], [-1.3179, -2.6511, -1.8003], [-2.5543, -5.3293, -1.3655], [0.3376, -3.4202, 1.2670]], "mulliken_charge": [1.309, -0.846, 1.161, -0.954, -0.749, -0.980, 1.071, -1.185, -0.370, 0.548, -0.587, -0.820, 0.308, -0.401, -0.579, -0.347, 0.541, 0.174, -0.533, -0.864, 0.418, -0.154, 1.212, -1.413, -0.879, -0.694, -0.960, 1.246, -0.925, 0.417, -0.153, 0.251, 0.323, 0.378, 0.324, 0.401, 0.253, 0.130, 0.520, 0.374, 0.508, 0.175, 0.239, 0.436, 0.293, 0.381, 0.346, 0.482, -0.131, -0.065, -1.570, 0.488, -0.230, -0.012, -0.147, 0.632, -1.055, -0.311, -0.926, -0.191, 0.340, 0.209, 0.419, 0.444, 0.251, 0.605, -0.521, 0.354, 0.370, 0.399, 0.401, -0.391, 0.072, -0.141, -0.031, -0.017, -0.442, -0.146, -0.480]}